No. 1
{
  "formula": "C6H11NO",
  "method": "ωB97M-V/def2-TZVPD",
  "species": ["H", "N", "C", "C", "C", "C", "C", "C", "O", "H", "H", "H", "H", "H", "H", "H", "H", "H", "H"],
  "coordinates": [[2.2290, -0.5487, -1.3030], [1.4348, -1.1512, -1.0639], [0.4461, -0.4896, -0.5718], [-0.9524, -1.1821, -0.4788], [-1.2241, -1.6579, 0.9358], [0.5417, 0.8839, -0.0585], [1.3534, 1.1153, 1.1762], [-0.2286, 1.8299, -0.6380], [-0.8031, 1.7954, -1.8760], [-1.7643, -0.5329, -0.8196], [-0.9359, -2.0359, -1.1658], [-2.1300, -2.2716, 0.9628], [-1.3571, -0.8100, 1.6151], [-0.3957, -2.2614, 1.3185], [0.8841, 0.6380, 2.0420], [2.3638, 0.7110, 1.0599], [1.4592, 2.1812, 1.4048], [-0.3551, 2.8208, -0.2123], [-0.5657, 0.9657, -2.3273]],
  "forces_ev_per_angstrom": [[0.01, -0.05, 0.82], [-1.18, 0.33, -0.47], [0.19, -1.27, -0.94], [1.20, -0.21, -0.26], [-0.15, -0.06, 0.38], [-1.38, 1.00, -0.61], [-0.03, 0.31, 0.37], [1.12, 0.29, 0.20], [-0.14, -0.77, 0.21], [0.27, 0.25, 0.10], [0.14, 0.10, 0.14], [0.09, 0.13, 0.09], [-0.05, -0.10, -0.03], [-0.09, 0.02, -0.11], [0.19, -0.07, 0.01], [-0.16, -0.04, 0.01], [-0.10, -0.14, -0.10], [0.15, -0.06, 0.02], [-0.10, 0.32, 0.19]],
  "nbo_charge": [0.34, -0.62, 0.30, -0.46, -0.60, -0.22, -0.61, 0.18, -0.67, 0.21, 0.22, 0.21, 0.20, 0.21, 0.21, 0.22, 0.22, 0.18, 0.48],
  "charge": 0,
  "e_tot_ha": -365.17254,
  "smiles": "[H]/N=C(CC)\\C(C)=C/O",
  "e_above_lowest_ev": 1.603,
  "e_homo_ev": -8.75,
  "lumo_ev": 0.85
}

=====

No. 2
{
  "formula": "C6H9N",
  "method": "ωB97M-V/def2-TZVPD",
  "species": ["C", "C", "C", "C", "C", "C", "N", "H", "H", "H", "H", "H", "H", "H", "H", "H"],
  "coordinates": [[2.0167, 1.8870, -2.6181], [-0.0071, -1.6923, 0.1874], [0.7018, 0.4212, 0.4107], [-0.2024, -0.2788, -0.4907], [-0.3944, -0.4498, 0.9641], [-1.3379, 0.0802, 1.9784], [1.2942, 1.1813, -3.1468], [-0.7473, 0.0454, -1.3474], [-0.8064, -2.2780, -0.0858], [0.9497, -2.2059, 0.3403], [1.8404, 0.3380, 0.5061], [0.3392, 1.4640, 0.4811], [-1.2756, 1.1421, 1.6914], [-0.8416, -0.0495, 3.0078], [-2.3567, -0.1412, 1.9607], [0.8274, 0.5361, -3.8392]],
  "forces_ev_per_angstrom": [[1.87, 1.93, 1.57], [0.18, 2.44, -0.03], [0.86, 2.21, 0.49], [1.33, -2.36, 0.95], [0.95, -0.82, -1.09], [2.66, 1.24, 1.01], [-2.78, -3.34, -3.29], [-0.44, 0.00, -0.20], [-1.65, -1.87, -0.23], [-0.13, 0.49, -0.30], [-1.71, -0.42, -0.18], [0.91, -0.10, 0.16], [-0.30, 0.03, 0.80], [-1.14, 0.25, -1.33], [-1.52, -1.10, -0.03], [0.94, 1.42, 1.69]],
  "nbo_charge": [0.29, -0.39, -0.40, -0.23, -0.03, -0.61, -0.75, 0.22, 0.19, 0.20, 0.21, 0.19, 0.21, 0.22, 0.22, 0.46],
  "charge": 0,
  "e_tot_ha": -288.61001,
  "e_above_lowest_ev": 4.681,
  "e_homo_ev": -9.31,
  "lumo_ev": 0.92
}